Entry 1:
A cluster of 7 separate species, C28H37ClF6NO24PS in total in a non-equilibrium geometry. Source: OMol25; level of theory: the ωB97M-V functional and the def2-TZVPD basis.

Last column: Löwdin charge in e.
CARTESIAN COORDINATES (ANGSTROEM)
C: 2.337 -3.630 -2.023  -0.27
P: 3.242 -2.565 -0.849  0.99
O: 3.359 -3.651 0.380  -0.28
C: 1.951 -1.433 0.073  -0.36
C: 2.807 -0.738 1.176  -0.16
C: 4.018 0.128 0.738  -0.19
C: 3.826 1.621 0.454  -0.18
C: 3.502 2.495 1.686  -0.25
O: 3.278 1.726 2.873  -0.08
C: 0.894 -2.327 0.667  -0.52
O: 0.835 -2.757 1.772  0.14
N: -0.058 -2.587 -0.317  0.07
C: 0.092 -1.644 -1.415  -0.62
Cl: -1.497 -1.124 -2.036  0.74
C: 1.088 -0.568 -0.898  -0.46
O: 1.766 0.109 -1.905  -0.01
S: 0.188 0.887 -0.078  0.71
C: -1.193 0.273 0.828  -0.13
O: 1.057 1.517 0.881  -0.30
O: -0.309 1.663 -1.188  -0.32
H: 1.411 -4.076 -1.648  0.05
H: 2.157 -3.087 -2.959  0.04
H: 3.050 -4.429 -2.260  0.05
H: 4.278 -3.742 0.681  0.05
H: 3.194 -1.562 1.787  0.11
H: 2.149 -0.182 1.838  0.10
H: 4.759 0.034 1.540  0.11
H: 4.490 -0.320 -0.144  0.07
H: 3.063 1.779 -0.316  0.09
H: 4.772 1.968 0.017  0.11
H: 4.334 3.181 1.888  0.11
H: 2.614 3.100 1.476  0.10
H: 2.368 1.865 3.161  0.08
H: -0.987 -2.813 0.015  0.13
H: 0.565 -2.118 -2.277  0.07
H: 2.590 -0.352 -2.134  0.11
H: -1.226 0.846 1.756  0.08
H: -2.082 0.461 0.225  0.03
H: -1.147 -0.794 1.031  0.06
O: 6.615 -1.933 2.216  0.18
C: 6.235 -2.698 3.035  -0.55
O: 5.690 -3.913 2.753  0.04
C: 5.467 -4.620 3.976  -0.04
C: 5.443 -3.489 4.990  -0.31
F: 5.998 -3.848 6.168  0.08
O: 6.251 -2.504 4.373  0.14
H: 6.317 -5.274 4.175  0.14
H: 4.546 -5.190 3.912  0.14
H: 4.456 -3.065 5.183  0.18
O: -5.447 5.831 0.904  0.19
C: -4.618 4.989 0.844  -0.55
O: -4.032 4.542 -0.290  0.08
C: -2.960 3.663 0.057  -0.05
C: -3.371 3.217 1.452  -0.32
F: -2.298 3.020 2.261  0.07
O: -4.122 4.310 1.921  0.13
H: -2.022 4.217 0.095  0.15
H: -2.883 2.852 -0.662  0.13
H: -3.993 2.319 1.479  0.17
O: -4.053 -0.892 0.501  0.15
C: -4.320 -2.028 0.726  -0.55
O: -3.616 -2.832 1.547  0.07
C: -4.339 -4.057 1.717  -0.03
C: -5.201 -4.083 0.468  -0.30
F: -6.419 -4.625 0.687  0.08
O: -5.353 -2.706 0.170  0.14
H: -4.959 -3.980 2.610  0.12
H: -3.648 -4.888 1.812  0.15
H: -4.752 -4.579 -0.394  0.17
O: 2.859 2.245 -6.348  0.18
C: 1.831 2.060 -5.788  -0.55
O: 1.628 1.224 -4.755  0.08
C: 0.300 1.423 -4.246  -0.06
C: -0.401 2.031 -5.444  -0.30
F: -1.329 2.957 -5.100  0.08
O: 0.658 2.676 -6.124  0.10
H: 0.324 2.124 -3.414  0.13
H: -0.108 0.477 -3.907  0.10
H: -0.869 1.315 -6.122  0.17
O: 2.368 8.469 -8.503  0.18
C: 1.999 7.602 -7.786  -0.55
O: 1.344 6.487 -8.178  0.08
C: 1.227 5.602 -7.060  -0.05
C: 1.372 6.556 -5.890  -0.31
F: 2.022 5.998 -4.840  0.08
O: 2.160 7.593 -6.431  0.13
H: 2.053 4.888 -7.067  0.14
H: 0.280 5.076 -7.095  0.13
H: 0.435 6.980 -5.523  0.17
O: -4.093 -3.684 5.242  0.18
C: -5.210 -3.325 5.411  -0.56
O: -5.888 -2.500 4.576  0.05
C: -7.252 -2.436 4.997  -0.04
C: -7.153 -2.854 6.455  -0.31
F: -8.215 -3.584 6.856  0.08
O: -5.997 -3.671 6.460  0.14
H: -7.841 -3.168 4.442  0.15
H: -7.641 -1.435 4.840  0.14
H: -7.008 -2.034 7.159  0.17

Calculated values
Lowest unoccupied orbital energy ... -0.002 hartree
Total energy ... -129218.2398 eV
HOMO ... -0.3445 Eh
SMILES ... CP(O)[C@]1(CCCCO)C(=O)N[C@@H](Cl)[C@@]1(O)S(C)(=O)=O.O=C1OC[C@@H](F)O1.O=C1OC[C@@H](F)O1.O=C1OC[C@@H](F)O1.O=C1OC[C@@H](F)O1.O=C1OC[C@@H](F)O1.O=C1OC[C@@H](F)O1

Entry 2:
A structure of composition C28H37CoF3INO3SSi. Source: OMol25; level of theory: the ωB97M-V functional and the def2-TZVPD basis.

Last column: Löwdin charge in e.
CARTESIAN COORDINATES (ANGSTROEM)
Co: -1.804 -0.107 -0.318  0.00
C: 1.331 -2.397 0.042  -0.02
C: 1.666 -1.190 -0.821  -0.61
C: 3.050 -0.663 -0.467  -0.01
C: 1.589 -1.568 -2.295  -0.01
O: 0.650 -0.205 -0.531  -0.21
Si: 0.684 1.456 -0.814  -0.10
S: -1.309 2.035 -0.581  0.44
O: 1.264 1.621 -2.336  -0.16
C: 1.867 2.713 -3.041  -0.64
C: 1.731 2.373 -4.516  -0.03
C: 1.128 4.010 -2.727  -0.03
C: 3.334 2.811 -2.646  -0.02
O: 1.762 2.198 0.163  -0.15
C: 1.747 2.852 1.439  -0.64
C: 0.980 2.002 2.440  -0.03
C: 3.205 2.985 1.850  -0.03
C: 1.107 4.226 1.295  -0.03
H: 2.028 -3.210 -0.171  0.10
H: 0.312 -2.752 -0.165  0.07
H: 1.403 -2.153 1.102  0.08
H: 3.798 -1.437 -0.658  0.10
H: 3.095 -0.386 0.588  0.09
H: 3.307 0.216 -1.061  0.07
H: 2.297 -2.371 -2.512  0.10
H: 1.813 -0.709 -2.929  0.08
H: 0.582 -1.918 -2.537  0.05
H: 0.678 2.277 -4.784  0.09
H: 2.232 1.427 -4.733  0.08
H: 2.181 3.155 -5.132  0.09
H: 0.058 3.885 -2.907  0.08
H: 1.499 4.820 -3.358  0.09
H: 1.269 4.292 -1.681  0.07
H: 3.862 1.894 -2.920  0.09
H: 3.423 2.959 -1.568  0.07
H: 3.811 3.650 -3.158  0.09
H: 1.450 1.019 2.544  0.09
H: -0.053 1.859 2.118  0.06
H: 0.976 2.486 3.419  0.09
H: 3.670 1.998 1.904  0.08
H: 3.285 3.465 2.828  0.09
H: 3.751 3.585 1.119  0.08
H: 0.099 4.133 0.887  0.06
H: 1.702 4.859 0.633  0.08
H: 1.044 4.714 2.271  0.09
I: -4.551 0.355 -0.257  1.09
C: -4.366 0.068 1.799  -0.60
C: -5.492 0.212 2.552  -0.17
C: -5.426 -0.018 3.944  -0.08
C: -4.247 -0.389 4.515  -0.04
C: -3.068 -0.539 3.740  -0.17
C: -1.850 -0.931 4.351  -0.05
C: -0.724 -1.074 3.600  -0.07
C: -0.760 -0.822 2.207  -0.12
C: -1.901 -0.432 1.559  -0.21
C: -3.097 -0.297 2.336  -0.22
H: -6.430 0.495 2.093  0.09
H: -6.319 0.099 4.546  0.10
H: -4.189 -0.581 5.581  0.11
H: -1.837 -1.113 5.420  0.11
H: 0.209 -1.367 4.069  0.10
H: 0.157 -0.918 1.639  0.06
F: -1.408 -6.937 -0.649  0.15
C: -1.281 -6.158 -1.726  -0.59
F: -2.103 -6.627 -2.676  0.16
F: -0.026 -6.277 -2.180  0.16
C: -1.601 -4.712 -1.423  -0.10
C: -1.353 -3.758 -2.393  0.02
C: -1.628 -2.440 -2.092  -0.11
N: -2.123 -2.054 -0.915  0.00
C: -2.400 -2.984 -0.001  -0.08
C: -2.148 -4.333 -0.217  0.04
H: -0.942 -4.023 -3.358  0.14
H: -1.449 -1.656 -2.819  0.13
H: -2.832 -2.637 0.927  0.12
H: -2.368 -5.056 0.555  0.13

Calculated values
Lowest unoccupied orbital energy (spin up / spin down) ... -0.016 / -0.014 hartree
2S+1 ... 2
Total energy ... -109868.2211 eV
HOMO (spin up / spin down) ... -0.2815 / -0.2794 Eh

Entry 3:
A structure of composition C28H37HfN8 in a non-equilibrium geometry. Source: OMol25; level of theory: the ωB97M-V functional and the def2-TZVPD basis.

Last column: Löwdin charge in e.
CARTESIAN COORDINATES (ANGSTROEM)
Hf: -0.700 -0.055 0.953  1.70
C: 1.310 -3.127 3.642  0.03
C: 0.873 -1.966 2.833  -0.21
N: -0.341 -1.696 2.475  -0.03
C: -1.464 -2.510 2.905  -0.15
C: -2.669 -2.385 1.942  -0.14
N: -2.730 -1.110 1.188  -0.16
C: -3.660 -0.098 1.740  -0.17
C: -3.063 0.590 2.966  -0.17
N: -1.802 1.275 2.607  -0.15
C: -2.003 2.680 2.163  -0.13
C: -0.984 3.105 1.063  -0.16
N: 0.085 2.136 1.067  -0.05
C: 1.341 2.395 1.176  -0.22
C: 2.021 3.700 1.013  0.03
C: 2.131 1.197 1.570  -0.19
C: 3.519 1.112 1.644  0.06
C: 4.086 -0.092 2.050  0.04
C: 3.268 -1.148 2.433  0.07
C: 1.884 -0.974 2.393  -0.18
N: 1.349 0.170 1.944  0.03
H: 0.574 -3.403 4.395  0.11
H: 2.253 -2.931 4.143  0.10
H: 1.455 -3.995 2.993  0.13
H: -1.739 -2.187 3.919  0.14
H: -1.196 -3.571 2.968  0.14
H: -3.590 -2.539 2.514  0.14
H: -2.606 -3.201 1.219  0.13
H: -3.108 -1.344 0.267  0.13
H: -4.621 -0.549 2.016  0.15
H: -3.847 0.642 0.953  0.12
H: -2.860 -0.154 3.740  0.12
H: -3.798 1.290 3.377  0.15
H: -1.226 1.314 3.451  0.14
H: -1.915 3.362 3.014  0.14
H: -3.011 2.788 1.764  0.13
H: -0.642 4.123 1.260  0.13
H: -1.477 3.091 0.086  0.11
H: 1.346 4.492 0.698  0.09
H: 2.824 3.618 0.279  0.11
H: 2.492 3.999 1.951  0.12
H: 4.151 1.949 1.394  0.14
H: 5.159 -0.202 2.076  0.14
H: 3.713 -2.082 2.738  0.14
N: 2.833 -4.913 -3.663  0.22
C: 2.314 -4.150 -2.987  -0.16
C: 1.661 -3.205 -2.152  -0.21
C: 0.333 -3.407 -1.783  0.00
C: -0.301 -2.489 -0.962  -0.12
C: 0.342 -1.336 -0.478  -0.31
C: 1.670 -1.153 -0.895  -0.14
C: 2.327 -2.064 -1.709  -0.01
H: -0.189 -4.285 -2.133  0.13
H: -1.340 -2.683 -0.702  0.08
H: 2.224 -0.262 -0.595  0.09
H: 3.352 -1.893 -2.001  0.13
N: -1.706 0.758 -0.852  0.09
C: -1.443 1.149 -1.930  -0.18
N: -1.037 1.665 -3.010  -0.04
C: -1.730 1.697 -4.298  -0.09
C: -1.011 0.785 -5.289  -0.15
C: 0.475 1.127 -5.387  -0.17
C: 1.116 1.083 -4.001  -0.16
C: 0.381 2.041 -3.070  -0.11
H: -1.714 2.732 -4.650  0.15
H: -2.765 1.387 -4.165  0.14
H: -1.484 0.898 -6.263  0.13
H: -1.130 -0.254 -4.976  0.12
H: 0.606 2.121 -5.817  0.13
H: 0.971 0.414 -6.045  0.13
H: 2.163 1.377 -4.055  0.13
H: 1.067 0.070 -3.594  0.11
H: 0.435 3.061 -3.457  0.15
H: 0.796 2.015 -2.058  0.11

Calculated values
Lowest unoccupied orbital energy ... -0.372 hartree
Net charge ... +3
Total energy ... -42842.1586 eV
HOMO ... -0.6144 Eh
Relative energy (zero: lowest compared OMol25 entry of this formula, charge and spin) ... 113.2 kJ/mol

Entry 4:
A structure of composition C28H37IrN2O2SSb2 in a non-equilibrium geometry. Source: OMol25; level of theory: the ωB97M-V functional and the def2-TZVPD basis.

Last column: Löwdin charge in e.
CARTESIAN COORDINATES (ANGSTROEM)
Ir: 0.069 0.455 0.201  0.70
C: 2.613 2.189 -2.572  -0.22
Sb: 1.318 0.591 -2.055  1.49
C: 2.415 -1.182 -2.360  -0.21
C: -0.247 0.680 -3.546  -0.25
C: -0.459 -0.678 -4.109  -0.31
C: 0.329 -1.095 -5.186  -0.05
C: 0.226 -2.373 -5.699  -0.04
C: -0.677 -3.267 -5.136  -0.03
C: -1.483 -2.862 -4.085  -0.03
C: -1.400 -1.573 -3.561  -0.28
C: -2.364 -1.180 -2.478  -0.26
Sb: -1.603 -1.321 -0.475  1.43
C: -3.372 -1.471 0.687  -0.23
C: -0.690 -3.218 -0.407  -0.23
H: 2.040 3.109 -2.670  0.03
H: 3.041 1.912 -3.535  0.04
H: 3.408 2.313 -1.840  0.03
H: 2.200 -1.569 -3.354  0.02
H: 2.136 -1.894 -1.589  0.00
H: 3.473 -0.943 -2.267  0.04
H: 0.097 1.406 -4.282  0.09
H: -1.107 1.079 -3.013  0.04
H: 1.027 -0.395 -5.634  0.13
H: 0.836 -2.670 -6.541  0.13
H: -0.774 -4.269 -5.533  0.12
H: -2.219 -3.552 -3.688  0.12
H: -3.212 -1.868 -2.468  0.08
H: -2.772 -0.178 -2.614  0.07
H: -4.002 -2.225 0.217  0.04
H: -3.902 -0.522 0.721  0.01
H: -3.127 -1.781 1.701  0.03
H: -1.432 -3.985 -0.624  0.04
H: -0.270 -3.375 0.583  0.02
H: 0.100 -3.252 -1.155  0.02
N: -4.424 5.839 -1.150  0.11
C: -3.206 5.833 -0.645  -0.81
S: -2.456 7.204 -0.086  0.78
C: -2.497 4.518 -0.539  -0.18
C: -3.166 3.299 -0.545  0.03
C: -2.452 2.124 -0.396  -0.12
N: -1.116 2.083 -0.258  -0.19
C: -0.468 3.268 -0.271  -0.12
C: -1.111 4.480 -0.395  0.00
H: -4.937 6.709 -1.212  0.13
H: -4.840 5.031 -1.588  0.11
H: -4.243 3.223 -0.616  0.13
H: -2.977 1.182 -0.376  0.07
H: 0.609 3.228 -0.175  0.11
H: -0.535 5.397 -0.387  0.10
C: 1.792 -1.377 7.386  0.01
C: 1.873 -1.276 5.915  -0.15
C: 2.311 -2.354 5.128  0.06
C: 2.446 -2.232 3.769  -0.14
C: 3.006 -3.336 2.934  0.01
C: 2.074 -0.982 3.164  0.03
C: 1.631 0.126 3.934  -0.18
C: 1.321 1.429 3.256  -0.01
C: 1.526 -0.038 5.283  0.08
C: 2.362 -0.795 1.704  -0.63
O: 3.526 -0.529 1.505  0.19
O: 1.459 -0.927 0.784  -0.27
H: 2.038 -2.367 7.757  0.10
H: 0.793 -1.090 7.730  0.12
H: 2.474 -0.646 7.837  0.13
H: 2.574 -3.285 5.615  0.15
H: 2.821 -4.304 3.395  0.11
H: 4.089 -3.207 2.847  0.12
H: 2.600 -3.337 1.924  0.09
H: 2.198 1.806 2.726  0.11
H: 1.000 2.181 3.973  0.10
H: 0.499 1.307 2.532  0.05
H: 1.190 0.778 5.912  0.15

Calculated values
Lowest unoccupied orbital energy (spin up / spin down) ... -0.388 / -0.411 hartree
Net charge ... +3
2S+1 ... 2
Total energy ... -63433.7616 eV
HOMO (spin up / spin down) ... -0.5529 / -0.5529 Eh
Relative energy (zero: lowest compared OMol25 entry of this formula, charge and spin) ... 184.1 kJ/mol

- Which of these has the lowest total energy?
  C28H37ClF6NO24PS